No. 1
Formula: C3H6BrClN2
Source: the Open Molecules 2025 dataset
Level of theory: the ωB97M-V functional and the def2-TZVPD basis

Calculated values
ΔE to the lowest compared entry with this formula, charge and spin, kJ/mol: 213.7

Last column: Mulliken charge in e.
Geometry (Å):
1 C 0.727 -0.133 0.673  -0.570
2 C -0.567 0.767 0.455  -0.242
3 C -0.973 0.091 -1.796  -0.290
4 N 1.811 0.327 -0.102  -0.361
5 N -1.299 0.420 -0.692  -0.128
6 Cl 2.177 2.050 -0.083  -0.126
7 Br -3.667 0.557 0.063  -0.306
8 H 0.948 -0.319 1.730  0.303
9 H 0.310 -1.059 0.294  0.368
10 H -1.297 0.578 1.213  0.281
11 H -0.189 1.826 0.374  0.323
12 H 1.506 0.324 -1.112  0.433
13 H -1.737 -0.086 -2.597  0.313


No. 2
Formula: C18H48O11P2SSi2
Source: the Open Molecules 2025 dataset
Level of theory: the ωB97M-V functional and the def2-TZVPD basis

Last column: Mulliken charge in e.
Geometry (Å):
1 C 6.302 2.252 2.286  -1.266
2 C 5.362 3.015 3.230  -0.012
3 C 5.242 4.503 2.884  -0.894
4 C 4.535 4.771 1.541  -0.334
5 C 3.044 5.138 1.683  -0.863
6 Si 1.876 3.694 1.797  0.202
7 O 2.559 2.219 1.598  -0.075
8 Si 2.761 1.683 0.029  0.574
9 S 1.039 3.745 3.854  1.153
10 C -0.609 3.078 3.881  -0.930
11 O 1.865 2.826 4.611  -0.652
12 O 1.071 5.086 4.386  -0.668
13 H 7.296 2.246 2.731  0.346
14 H 6.418 2.745 1.322  0.335
15 H 5.949 1.238 2.126  0.301
16 H 5.786 2.972 4.234  0.392
17 H 4.384 2.546 3.308  0.001
18 H 6.267 4.865 2.773  0.371
19 H 4.782 5.069 3.692  0.443
20 H 5.032 5.629 1.088  0.378
21 H 4.722 3.933 0.871  0.112
22 H 2.738 5.821 0.892  0.456
23 H 2.948 5.703 2.613  0.475
24 H 0.739 3.925 0.875  -0.243
25 H 3.018 2.852 -0.847  -0.156
26 H 4.001 0.887 0.015  -0.172
27 H 1.623 0.915 -0.500  -0.202
28 H -1.241 3.667 3.218  0.347
29 H -0.968 3.153 4.902  0.404
30 H -0.581 2.058 3.510  0.171
31 O -2.798 0.953 -0.373  -0.807
32 P -4.060 0.191 -0.512  1.232
33 O -5.240 1.214 -0.047  -0.353
34 C -5.212 2.585 -0.436  -0.231
35 C -5.726 2.787 -1.850  -1.032
36 O -3.957 -0.794 0.803  -0.432
37 C -2.694 -1.144 1.372  -0.097
38 C -2.420 -0.324 2.618  -1.135
39 O -4.958 -0.867 -1.292  -0.353
40 C -6.256 -1.249 -0.794  -0.227
41 C -7.360 -0.712 -1.697  -1.092
42 H -4.207 2.997 -0.331  0.273
43 H -5.851 3.118 0.269  0.338
44 H -5.208 2.132 -2.555  0.276
45 H -5.584 3.821 -2.165  0.401
46 H -6.791 2.561 -1.910  0.238
47 H -1.895 -1.019 0.646  0.068
48 H -2.739 -2.205 1.625  0.361
49 H -2.632 0.731 2.446  0.221
50 H -1.379 -0.430 2.931  0.376
51 H -3.059 -0.653 3.439  0.348
52 H -6.392 -0.927 0.233  0.301
53 H -6.265 -2.338 -0.792  0.428
54 H -7.017 0.146 -2.268  0.247
55 H -8.235 -0.425 -1.114  0.309
56 H -7.677 -1.469 -2.415  0.334
57 O 1.372 -2.231 -1.989  -0.742
58 P 1.109 -3.690 -1.836  1.169
59 O 1.590 -4.301 -3.275  -0.349
60 C 2.798 -3.861 -3.891  -0.268
61 C 4.021 -4.542 -3.305  -1.025
62 O -0.520 -3.698 -2.058  -0.481
63 C -1.293 -2.549 -1.695  -0.147
64 C -1.648 -1.727 -2.916  -1.098
65 O 1.083 -5.046 -1.004  -0.402
66 C 0.634 -6.279 -1.606  -0.213
67 C 1.797 -7.245 -1.789  -1.057
68 H 2.893 -2.776 -3.823  0.318
69 H 2.709 -4.107 -4.950  0.303
70 H 4.040 -4.450 -2.216  0.275
71 H 4.934 -4.103 -3.708  0.392
72 H 4.025 -5.605 -3.546  0.246
73 H -0.760 -1.944 -0.964  0.218
74 H -2.204 -2.912 -1.213  0.418
75 H -0.783 -1.578 -3.561  0.374
76 H -2.044 -0.749 -2.635  0.220
77 H -2.404 -2.244 -3.510  0.272
78 H 0.121 -6.092 -2.543  0.285
79 H -0.099 -6.696 -0.916  0.440
80 H 2.745 -6.716 -1.822  0.243
81 H 1.681 -7.825 -2.704  0.294
82 H 1.852 -7.949 -0.957  0.329


No. 3
Formula: CH5NO2
Source: the Open Molecules 2025 dataset
Level of theory: the ωB97M-V functional and the def2-TZVPD basis

Calculated values
ΔE to the lowest compared entry with this formula, charge and spin, kJ/mol: 672.3
SMILES: O=O.CN

Last column: Mulliken charge in e.
Geometry (Å):
1 O -3.186 -0.665 -0.031  -0.007
2 O -3.909 0.504 0.046  0.001
3 C 1.551 0.257 -0.033  -0.666
4 N 0.359 -0.610 0.150  -0.561
5 H 2.109 0.326 0.902  0.283
6 H 2.224 -0.217 -0.761  0.269
7 H 1.322 1.277 -0.382  0.239
8 H -0.299 -0.225 0.839  0.226
9 H -0.172 -0.648 -0.730  0.215


In eV, the E values for the records above are, in order, -88748.923, -87138.593, -6696.744.